A molecular structure, C57H51BrMnN7O2P2 in a non-equilibrium geometry. Source: the OMol25 dataset; level of theory: ωB97M-V/def2-TZVPD.

Positions of all 121 atoms, in Å:
Mn1 -0.18120 -0.31940 0.19460
C1 -4.72890 0.42210 -2.89670
N1 -3.95820 0.41820 -1.68250
C2 -2.69940 -0.04900 -1.55250
N2 -2.27260 0.04040 -0.28960
C3 -3.30220 0.59060 0.41400
C4 -4.36520 0.84370 -0.45460
C5 -5.67730 1.38150 -0.13950
C6 -6.28070 2.35190 -0.94980
C7 -7.53430 2.84070 -0.63540
C8 -8.21490 2.35530 0.47740
C9 -7.62050 1.39770 1.29090
C10 -6.36170 0.91700 0.99490
C11 -3.33620 0.93010 1.83160
C12 -3.11290 -0.02020 2.82780
C13 -3.22460 0.34110 4.15940
C14 -3.54900 1.64400 4.50720
C15 -3.79280 2.58700 3.51670
C16 -3.70240 2.23170 2.18650
P1 -1.79120 -0.84240 -2.91690
C17 -1.23350 -2.25730 -1.90810
N3 -0.48480 -2.26030 -0.78410
C18 -0.28930 -3.57730 -0.48150
C19 -0.93240 -4.36660 -1.42420
N4 -1.52320 -3.51580 -2.30110
C20 -2.27950 -3.92670 -3.45390
C21 -0.98920 -5.82570 -1.49280
C22 0.18320 -6.57940 -1.61090
C23 0.12080 -7.95750 -1.65320
C24 -1.10530 -8.60510 -1.57590
C25 -2.27240 -7.85980 -1.45270
C26 -2.21950 -6.48080 -1.42110
C27 0.41740 -4.27240 0.60470
C28 -0.30760 -4.75890 1.69070
C29 0.28280 -5.64900 2.57220
C30 1.58730 -6.07510 2.36700
C31 2.31080 -5.58790 1.29160
C32 1.73140 -4.69460 0.40930
C33 -0.23360 0.10110 -2.76440
N5 0.52780 0.32890 -1.67720
C34 1.60040 1.06560 -2.12730
C35 1.46390 1.27710 -3.49650
N6 0.30810 0.66100 -3.86080
C36 -0.28360 0.65820 -5.17060
C37 2.30030 2.01470 -4.44230
C38 2.74240 1.38100 -5.60940
C39 3.49840 2.07220 -6.53490
C40 3.79620 3.41320 -6.32820
C41 3.35570 4.04890 -5.17450
C42 2.62190 3.35960 -4.22910
C43 2.73520 1.62030 -1.38490
C44 2.55490 2.42590 -0.26390
C45 3.61550 3.11980 0.29160
C46 4.88280 3.00830 -0.25580
C47 5.08620 2.17100 -1.34360
C48 4.02710 1.48570 -1.91090
H1 -4.44520 -0.43240 -3.51220
H2 -4.55080 1.33970 -3.45850
H3 -5.78830 0.35950 -2.65110
H4 -5.74310 2.76750 -1.78760
H5 -7.97990 3.60550 -1.25390
H6 -9.20040 2.72730 0.71160
H7 -8.14720 1.02020 2.15490
H8 -5.90840 0.16420 1.62280
H9 -2.89980 -1.04320 2.55180
H10 -3.07500 -0.40140 4.92590
H11 -3.63350 1.92380 5.54710
H12 -4.07700 3.59400 3.78190
H13 -3.90820 2.95530 1.41050
H14 -1.85940 -4.86060 -3.82280
H15 -2.22730 -3.17360 -4.23880
H16 -3.32590 -4.10130 -3.19690
H17 1.13560 -6.08260 -1.70080
H18 1.02920 -8.53030 -1.75770
H19 -1.15410 -9.68330 -1.61360
H20 -3.22600 -8.35750 -1.37360
H21 -3.12580 -5.90890 -1.29720
H22 -1.33380 -4.45750 1.83080
H23 -0.28780 -6.03200 3.40260
H24 2.02780 -6.80160 3.03240
H25 3.31860 -5.92880 1.11370
H26 2.27390 -4.35270 -0.45910
H27 0.17480 1.44300 -5.76800
H28 -1.35300 0.84900 -5.09130
H29 -0.12780 -0.30290 -5.66200
H30 2.51590 0.33690 -5.76740
H31 3.84850 1.56650 -7.42040
H32 4.36430 3.96090 -7.06310
H33 3.57100 5.09440 -5.02240
H34 2.25840 3.86900 -3.34860
H35 1.57250 2.51460 0.16820
H36 3.44820 3.74900 1.15470
H37 5.70620 3.56060 0.16750
H38 6.07530 2.06510 -1.75920
H39 4.19540 0.83540 -2.75590
Br1 -1.09500 3.04230 -1.41920
C49 -0.77490 2.90060 0.44140
C50 -0.89000 4.06520 1.18630
C51 -0.71840 4.00410 2.55940
C52 -0.51880 2.75850 3.13990
C53 -0.41110 1.65490 2.30900
N7 -0.47790 1.71260 0.96840
C54 -0.31260 0.23590 2.85570
O1 -0.08980 0.01910 4.01910
O2 -0.51290 -0.63830 1.92640
H40 -1.09890 4.99460 0.67860
H41 -0.77570 4.90480 3.15340
H42 -0.43380 2.62480 4.20710
C55 1.87030 -2.09280 2.39970
P2 2.03560 -0.84790 1.06890
C56 3.05470 0.34710 2.00530
C57 3.24750 -1.57060 -0.10980
H43 2.81410 -2.63050 2.49780
H44 1.64770 -1.58370 3.33870
H45 1.06510 -2.79170 2.19570
H46 3.73480 -0.23900 2.62170
H47 2.43050 0.95550 2.65680
H48 3.63110 0.99370 1.35440
H49 3.85310 -2.32320 0.39560
H50 3.89560 -0.77930 -0.48320
H51 2.73080 -2.03360 -0.95030

## Properties
Maximum force   0.0646 Eh/bohr
⟨S²⟩   4.083
HOMO level (spin up / spin down)   -0.5412 / -0.5412 hartree
Total charge   +3
Multiplicity   4
E_tot   -194382.9028 eV
Molecular weight   1062.9 g/mol
Energy relative to the best compared isomer or geometry (same formula, charge and spin)   201.5 kJ/mol
Orbital gap (spin up / spin down)   3.52 / 5.39 eV

=====

A molecular structure, C57H51P4PbSi. Source: the OMol25 dataset; level of theory: ωB97M-V/def2-TZVPD.

Positions of all 114 atoms, in Å:
Pb1 0.30292 0.01531 1.24007
C1 3.94004 -3.62171 2.73243
C2 3.57800 -2.36835 3.21381
C3 3.21910 -1.36478 2.32784
C4 3.23837 -1.60117 0.94692
C5 3.62067 -2.85243 0.47364
C6 3.96278 -3.85974 1.36603
P1 2.71383 -0.24425 -0.13590
C7 3.97982 1.03397 -0.13778
C8 3.88234 2.03122 -1.11105
C9 4.85516 3.01107 -1.18911
C10 5.91474 3.01174 -0.28793
C11 6.00431 2.02976 0.68754
C12 5.04053 1.03269 0.76415
C13 2.67132 -0.87417 -1.83714
C14 3.87304 -1.28170 -2.41253
C15 3.89328 -1.82254 -3.69035
C16 2.71247 -1.95702 -4.40673
C17 1.51469 -1.52835 -3.85127
C18 1.48210 -0.97326 -2.56591
Si1 -0.17343 -0.27519 -2.13378
C19 -1.63697 -1.38106 -2.12616
C20 -2.65917 -1.18361 -3.06173
C21 -3.59662 -2.18397 -3.27797
C22 -3.52228 -3.37987 -2.57337
C23 -2.53051 -3.57606 -1.61758
C24 -1.60949 -2.56706 -1.37584
P2 -0.36077 -2.65332 -0.07481
C25 -1.22823 -2.77095 1.51566
C26 -0.43651 -2.87991 2.66794
C27 -1.03034 -2.89062 3.91922
C28 -2.41204 -2.76775 4.03603
C29 -3.19469 -2.63679 2.89945
C30 -2.60757 -2.64009 1.63799
C31 0.53430 -4.20174 -0.30906
C32 0.49256 -5.23861 0.62258
C33 1.16940 -6.42327 0.36884
C34 1.88603 -6.58068 -0.80907
C35 1.92079 -5.55324 -1.74551
C36 1.25037 -4.36826 -1.49732
C37 -0.56826 1.34511 -2.92108
C38 -0.65192 1.45588 -4.31264
C39 -1.26456 2.56592 -4.87773
C40 -1.80954 3.55850 -4.06835
C41 -1.70149 3.47438 -2.68801
C42 -1.06161 2.37351 -2.12502
P3 -0.62653 2.27043 -0.38622
C43 0.74301 3.42149 -0.11987
C44 1.46276 3.37001 1.07455
C45 2.47167 4.28336 1.33054
C46 2.77815 5.25606 0.38890
C47 2.08141 5.30292 -0.81072
C48 1.07173 4.38815 -1.07129
C49 -2.03098 2.81172 0.59570
C50 -3.24571 2.14139 0.42974
C51 -4.33882 2.50049 1.19971
C52 -4.22106 3.51475 2.14403
C53 -3.01264 4.17635 2.31522
C54 -1.91158 3.82619 1.54615
H1 4.22246 -4.40424 3.42403
H2 3.59388 -2.17284 4.27794
H3 2.96970 -0.37848 2.71243
H4 3.65605 -3.05398 -0.58809
H5 4.25765 -4.82901 0.98699
H6 3.06099 2.03099 -1.82121
H7 4.79497 3.77160 -1.95603
H8 6.67875 3.77476 -0.35548
H9 6.83778 2.02380 1.37682
H10 5.13745 0.24928 1.50440
H11 4.80080 -1.17836 -1.86095
H12 4.83199 -2.13937 -4.12452
H13 2.72323 -2.38651 -5.39958
H14 0.60255 -1.64437 -4.42967
H15 -2.71270 -0.26755 -3.63660
H16 -4.38152 -2.03697 -4.00763
H17 -4.25150 -4.15802 -2.75591
H18 -2.49424 -4.50075 -1.05370
H19 0.64266 -2.99182 2.58401
H20 -0.42064 -3.01376 4.80541
H21 -2.87604 -2.78600 5.01314
H22 -4.26908 -2.54899 2.98905
H23 -3.23303 -2.55040 0.75857
H24 -0.07886 -5.14268 1.53653
H25 1.12282 -7.23006 1.08789
H26 2.40501 -7.50934 -1.00580
H27 2.46198 -5.68238 -2.67358
H28 1.27675 -3.57837 -2.23791
H29 -0.26208 0.67986 -4.96101
H30 -1.33348 2.65129 -5.95401
H31 -2.30400 4.40953 -4.51708
H32 -2.09583 4.26479 -2.05979
H33 1.22674 2.63775 1.84171
H34 3.01709 4.23888 2.26406
H35 3.56187 5.97490 0.58762
H36 2.31598 6.06128 -1.54569
H37 0.53862 4.44755 -2.01080
H38 -3.34517 1.35797 -0.31531
H39 -5.28608 1.99797 1.05843
H40 -5.07827 3.79682 2.74037
H41 -2.93263 4.97897 3.03607
H42 -0.97923 4.36506 1.66139
C55 1.24676 2.90186 4.71818
P4 0.76141 1.24894 4.12615
C56 1.53466 0.13076 5.34214
C57 -1.01146 1.15703 4.54986
H43 0.99508 3.02756 5.77241
H44 0.73475 3.67320 4.14137
H45 2.32185 3.03909 4.59770
H46 1.20312 0.36734 6.35439
H47 2.62011 0.23511 5.30112
H48 1.27571 -0.90489 5.11861
H49 -1.17981 1.35314 5.61004
H50 -1.40082 0.16309 4.31471
H51 -1.57195 1.89043 3.96528

## Properties
Maximum force   0.0047 Eh/bohr
HOMO level   -0.5606 hartree
Total charge   +3
E_tot   -110195.8838 eV
Molecular weight   1095.2 g/mol
Orbital gap   6.06 eV